# 1
Formula: C4H7NO
Source: the OMol25 dataset
Level of theory: the ωB97M-V functional and the def2-TZVPD basis

Structure (XYZ):
```
13
Properties=species:S:1:pos:R:3:forces:R:3:nbo_charge:R:1
C 1.004 0.631 -1.382 -0.041 0.156 0.124 -0.63
C 0.466 0.008 -0.091 0.202 -0.159 -0.375 -0.15
N -0.141 0.615 1.189 0.587 0.114 -0.087 -0.59
C -1.063 -0.561 1.277 -0.351 -0.136 0.053 -0.33
C -0.958 -0.492 -0.220 -0.304 -0.165 -0.507 0.59
O -1.763 -0.331 -1.095 0.338 -0.560 0.249 -0.51
H 1.953 1.174 -1.308 -0.274 -0.047 0.220 0.22
H 0.255 1.240 -1.900 0.144 0.021 0.307 0.23
H 1.189 -0.239 -2.040 -0.053 0.342 0.271 0.22
H 1.166 -0.772 0.240 -0.231 -0.107 -0.181 0.19
H 0.519 0.641 1.965 -0.007 0.030 -0.246 0.36
H -2.056 -0.448 1.705 0.095 0.368 0.169 0.21
H -0.571 -1.465 1.662 -0.107 0.143 0.004 0.19
```
Positions in Å, forces in eV/Å.

Output
M = 85.1 g/mol
E_LUMO = 0.737 eV
HOMO-LUMO gap = 10.40 eV
ΔE to the lowest compared entry with this formula, charge and spin = 223.6 kJ/mol
E_HOMO = -9.66 eV


# 2
Formula: C4H8N2O
Source: the OMol25 dataset
Level of theory: the ωB97M-V functional and the def2-TZVPD basis

Structure (XYZ):
```
15
Properties=species:S:1:pos:R:3:forces:R:3:nbo_charge:R:1
C -1.227 0.769 0.661 0.262 0.171 -0.103 -0.42
N -0.071 -0.148 0.273 0.415 -0.205 -0.309 -0.38
C -0.144 -0.640 -1.111 -0.391 -0.156 -0.498 -0.55
C 1.479 0.196 0.241 -0.322 -0.004 0.220 0.12
O 1.821 1.303 0.971 -0.169 0.166 0.664 -0.68
C -0.883 -1.780 -1.354 -0.688 -0.895 -0.190 0.20
N -1.428 -2.796 -1.560 0.257 0.646 0.217 -0.44
H -2.142 0.279 0.294 0.513 0.010 0.070 0.24
H -1.332 0.921 1.744 0.394 -0.082 -0.201 0.20
H -1.135 1.730 0.160 0.190 -0.062 -0.011 0.22
H -0.173 -0.939 0.916 0.226 0.035 -0.398 0.42
H -0.138 0.211 -1.779 -0.070 -0.240 -0.211 0.20
H 1.825 0.364 -0.784 -0.740 0.061 0.363 0.22
H 1.918 -0.761 0.566 -0.106 0.342 0.099 0.18
H 1.615 1.128 1.893 0.228 0.214 0.290 0.47
```
Positions in Å, forces in eV/Å.

Output
M = 100.1 g/mol
E_LUMO = -0.019 eV
HOMO-LUMO gap = 7.00 eV
ΔE to the lowest compared entry with this formula, charge and spin = 437.5 kJ/mol
E_HOMO = -7.02 eV


# 3
Formula: C53H48N8O6PRu
Source: the OMol25 dataset
Level of theory: the ωB97M-V functional and the def2-TZVPD basis

Structure (XYZ):
```
117
Properties=species:S:1:pos:R:3:forces:R:3:lowdin_spin:R:1
Ru -0.616 -1.151 0.180 -1.772 -2.608 -0.013 2.60
C 3.295 2.322 1.865 -0.072 -0.052 0.042 0.00
N 2.726 0.997 1.646 0.028 0.140 0.157 0.00
C 1.488 0.716 1.169 0.084 -0.050 -0.477 0.01
N 1.357 -0.595 1.010 -0.282 0.572 1.040 0.07
C 2.492 -1.188 1.484 0.150 -0.245 -0.170 0.01
C 3.370 -0.195 1.872 -0.091 -0.003 -0.159 0.00
C 4.749 -0.264 2.388 -0.005 0.016 -0.017 0.00
C 5.046 0.163 3.680 0.025 0.038 0.037 0.00
C 6.343 0.080 4.163 0.019 -0.004 -0.017 0.00
C 7.352 -0.434 3.360 -0.007 -0.016 0.000 0.00
C 7.061 -0.866 2.073 -0.016 -0.003 0.018 0.00
C 5.765 -0.781 1.589 0.059 -0.008 -0.030 0.00
C 2.697 -2.648 1.545 -0.138 -0.107 0.066 0.00
C 3.493 -3.202 2.549 0.077 0.030 0.055 0.00
C 3.675 -4.573 2.626 -0.013 -0.018 -0.029 0.00
C 3.057 -5.412 1.710 0.007 0.007 -0.021 0.00
C 2.247 -4.873 0.722 0.019 -0.017 0.050 0.00
C 2.065 -3.501 0.643 -0.064 0.064 0.014 0.00
P 0.235 1.997 0.846 0.028 0.092 -0.256 0.01
C -0.308 1.657 -0.874 0.453 -0.559 0.019 0.01
N -0.741 0.507 -1.414 -0.539 1.287 0.572 0.02
C -1.186 0.825 -2.682 0.183 0.010 -0.291 0.00
C -0.938 2.166 -2.919 0.155 -0.149 -0.042 0.00
N -0.361 2.660 -1.780 -0.087 0.219 0.093 0.00
C 0.118 4.027 -1.600 -0.064 -0.061 0.034 0.00
C -1.152 3.009 -4.111 0.046 -0.043 0.018 0.00
C -0.462 2.741 -5.290 0.038 0.046 -0.032 0.00
C -0.669 3.521 -6.417 -0.015 -0.002 0.004 0.00
C -1.568 4.578 -6.374 -0.008 -0.015 -0.006 0.00
C -2.261 4.850 -5.202 0.017 -0.006 -0.013 0.00
C -2.056 4.068 -4.076 0.005 0.065 -0.002 0.00
C -1.831 -0.078 -3.661 -0.244 -0.166 0.147 0.00
C -1.534 -1.434 -3.720 0.288 0.082 -0.115 0.00
C -2.162 -2.265 -4.635 -0.022 0.008 -0.071 0.00
C -3.107 -1.749 -5.507 0.019 0.000 0.002 0.00
C -3.425 -0.398 -5.452 0.031 -0.029 -0.007 0.00
C -2.798 0.428 -4.536 -0.094 0.062 0.065 0.00
C -1.191 1.343 1.746 -0.126 -0.041 -0.098 0.01
N -1.696 0.117 1.644 -0.119 0.924 -0.116 0.07
C -2.746 0.032 2.531 -0.095 -0.194 0.116 0.01
C -2.860 1.246 3.177 -0.067 -0.019 -0.188 0.00
N -1.891 2.062 2.650 0.131 0.124 0.193 0.00
C -1.691 3.466 2.990 0.071 -0.069 0.008 0.00
C -3.833 1.717 4.179 -0.005 0.017 -0.009 0.00
C -5.181 1.811 3.847 -0.061 0.009 -0.015 0.00
C -6.103 2.239 4.789 0.022 -0.010 0.022 0.00
C -5.684 2.576 6.069 -0.004 -0.017 -0.002 0.00
C -4.341 2.482 6.407 -0.024 0.008 -0.006 0.00
C -3.418 2.052 5.466 0.008 0.033 0.032 0.00
C -3.627 -1.142 2.711 0.422 0.052 -0.381 0.00
C -4.167 -1.454 3.958 0.017 0.011 0.114 0.00
C -5.010 -2.540 4.090 -0.014 -0.030 -0.063 0.00
C -5.310 -3.321 2.978 0.010 0.012 0.045 0.00
C -4.755 -3.027 1.744 -0.264 0.101 0.018 0.00
C -3.902 -1.942 1.604 -0.653 0.780 0.882 0.00
H 2.929 3.006 1.105 -0.058 0.014 0.044 0.00
H 3.023 2.690 2.853 0.069 0.085 -0.012 0.00
H 4.377 2.260 1.784 0.000 -0.055 0.069 0.00
H 4.257 0.542 4.319 -0.019 -0.007 -0.023 0.00
H 6.565 0.405 5.170 -0.006 0.003 -0.003 0.00
H 8.362 -0.507 3.740 -0.002 0.005 0.001 0.00
H 7.843 -1.278 1.449 0.001 0.008 0.002 0.00
H 5.538 -1.131 0.589 -0.045 -0.010 0.015 0.00
H 3.959 -2.570 3.293 -0.005 0.030 -0.026 0.00
H 4.292 -4.987 3.413 -0.007 0.008 0.007 0.00
H 3.192 -6.484 1.777 0.008 0.003 0.001 0.00
H 1.743 -5.515 0.013 -0.002 0.021 -0.015 0.00
H 1.415 -3.105 -0.120 0.047 -0.038 -0.034 0.00
H 0.366 4.446 -2.571 -0.089 -0.010 -0.025 0.00
H -0.651 4.634 -1.124 0.058 0.093 -0.019 0.00
H 1.013 4.022 -0.985 -0.042 0.011 0.058 0.00
H 0.230 1.907 -5.332 -0.044 -0.036 0.016 0.00
H -0.136 3.299 -7.332 0.002 0.007 0.002 0.00
H -1.735 5.183 -7.255 0.001 0.002 0.004 0.00
H -2.971 5.666 -5.170 0.002 -0.002 0.006 0.00
H -2.616 4.271 -3.171 0.012 -0.028 0.010 0.00
H -0.819 -1.860 -3.041 -0.021 -0.059 0.000 0.00
H -1.914 -3.317 -4.650 -0.005 -0.002 0.046 0.00
H -3.604 -2.397 -6.217 -0.001 0.004 0.000 0.00
H -4.175 0.012 -6.116 -0.003 0.008 0.011 0.00
H -3.090 1.468 -4.494 0.007 0.007 0.036 0.00
H -2.619 3.871 3.381 -0.003 -0.063 0.053 0.00
H -0.905 3.562 3.737 -0.025 0.098 0.016 0.00
H -1.420 4.022 2.096 0.061 -0.014 0.012 0.00
H -5.511 1.535 2.853 0.037 -0.021 -0.004 0.00
H -7.150 2.301 4.527 0.003 0.009 -0.003 0.00
H -6.406 2.904 6.805 0.004 0.004 -0.001 0.00
H -4.015 2.733 7.408 0.006 0.001 -0.004 0.00
H -2.374 1.957 5.740 0.004 -0.012 -0.028 0.00
H -3.924 -0.859 4.829 0.030 0.019 -0.028 0.00
H -5.431 -2.783 5.057 0.013 -0.005 0.002 0.00
H -5.968 -4.174 3.081 -0.011 0.011 -0.006 0.00
H -4.976 -3.654 0.894 -0.018 0.011 -0.004 0.00
H -3.455 -1.669 0.666 -0.265 0.076 -0.115 0.00
O -2.761 -4.224 -1.721 0.190 0.075 -0.137 0.01
N -2.348 -3.521 -0.828 0.234 0.281 0.252 0.00
O -2.694 -3.572 0.334 0.316 -1.389 -0.826 0.04
O -1.467 -2.582 -1.161 0.065 0.605 -0.148 0.09
O -1.005 -2.328 1.394 1.624 0.503 0.196 0.93
O 1.185 -3.236 -2.553 -0.015 0.054 0.097 0.00
C 1.441 -2.063 -2.391 0.313 0.217 0.044 0.01
O 1.162 -1.263 -1.422 0.263 -0.638 -0.575 0.07
C 2.278 -1.357 -3.486 0.096 0.032 -0.534 0.00
N 2.562 0.046 -2.997 -0.312 -0.020 0.547 0.00
C 4.038 0.211 -2.781 -0.086 0.015 -0.166 0.00
C 4.537 -1.225 -2.698 0.002 -0.080 0.023 0.00
C 3.654 -1.971 -3.701 0.277 0.093 -0.013 0.00
H 1.705 -1.276 -4.409 -0.142 -0.191 0.080 0.00
H 2.039 -0.005 -2.076 -0.076 -0.140 0.001 0.00
H 2.103 0.762 -3.554 0.256 0.038 -0.153 0.00
H 4.204 0.794 -1.877 0.010 0.053 -0.037 0.00
H 4.446 0.737 -3.642 0.058 -0.005 0.027 0.00
H 4.378 -1.618 -1.690 -0.027 -0.008 -0.006 0.00
H 5.596 -1.306 -2.930 0.008 0.063 0.021 0.00
H 3.664 -3.046 -3.538 -0.222 0.000 0.013 0.00
H 3.996 -1.782 -4.720 0.030 -0.003 0.013 0.00
```
Positions in Å, forces in eV/Å.

Output
charge = +1
M = 1025.1 g/mol
E_LUMO (alpha / beta) = -2.484 / -3.090 eV
HOMO-LUMO gap (alpha / beta) = 7.59 / 6.98 eV
ΔE to the lowest compared entry with this formula, charge and spin = 0.0 kJ/mol
spin multiplicity = 5
E_HOMO (alpha / beta) = -10.07 / -10.07 eV
expectation value of S² = 6.017